16
Properties=species:S:1:pos:R:3:nbo_charge:R:1 method="wB97M-V/def2-TZVPD" lumo_ev=0.918 homo_lumo_gap_ev=10.6 e_above_lowest_kcal_mol=28.6 largest_force_ha_per_bohr=0.03281 energy_ha=-370.96802 e_homo_ev=-9.7058
C -2.11024 -0.16286 0.55132 -0.636
C -1.02828 -0.31195 -0.55526 0.182
C -0.02701 0.83582 -0.76020 -0.221
C 1.15238 1.05173 -0.18536 -0.188
C 1.87199 -0.05495 0.55830 -0.114
H -1.71080 0.06776 1.56581 0.221
H -2.77597 0.62990 0.18587 0.222
H -2.58096 -1.13413 0.54595 0.227
H -1.52844 -0.37456 -1.54706 0.169
H -0.50946 1.64689 -1.33023 0.201
H 1.50917 2.10126 -0.11906 0.212
H 1.21172 -0.58728 1.23759 0.178
H 2.69832 0.45209 1.06255 0.179
H 1.71517 -1.62298 -0.49468 0.478
O 2.42752 -1.00932 -0.32228 -0.714
F -0.31511 -1.52742 -0.39326 -0.397